Entry 1:
Formula: C10H16
Source: OMol25
Level of theory: ωB97M-V with the def2-TZVPD basis set

The geometry in XYZ format:
```
26
Properties=species:S:1:pos:R:3:forces:R:3
C 1.024 -1.734 1.960 -0.193 2.590 -0.130
C -0.374 0.215 -2.313 -1.629 0.860 -1.331
C -0.078 -2.868 -0.060 3.552 2.427 3.162
C -1.275 1.609 -0.581 -2.342 -3.664 0.738
C 0.842 0.849 -2.028 -0.855 0.086 1.992
C -1.438 0.545 -1.465 -0.703 1.958 1.099
C 0.015 3.128 0.866 4.661 -1.827 1.784
C -0.367 -2.043 1.310 0.220 -1.364 -0.949
C 1.048 1.576 -0.884 1.834 -1.480 -1.194
C -0.016 1.973 -0.097 0.138 2.448 0.170
H -0.677 3.758 0.382 -0.700 1.615 0.105
H -0.320 2.781 1.903 0.168 0.714 -1.318
H 1.237 3.544 1.000 -4.024 -0.961 -0.491
H -2.164 1.752 0.044 0.320 0.856 -0.354
H 0.826 -1.153 2.931 0.588 -0.693 -1.335
H 1.630 0.750 -2.654 2.371 -0.569 -1.928
H -0.664 -0.176 -3.310 0.821 -0.358 0.831
H -0.860 -3.131 -0.561 -5.583 -2.056 -2.211
H 1.665 -1.026 1.221 -1.361 -1.632 1.735
H 2.098 1.735 -0.690 -0.097 0.821 0.435
H -1.082 -1.175 1.158 1.464 -0.313 -0.367
H 1.646 -2.612 2.226 -0.625 0.367 -0.422
H 0.538 -3.808 0.015 -0.130 1.459 0.199
H -1.039 -2.591 2.000 0.826 -0.446 -0.221
H -2.463 0.229 -1.554 0.056 -0.593 -0.480
H 0.246 -2.130 -0.820 1.223 -0.243 0.482
```
Positions in Å, forces in eV/Å.

Computed properties:
Total charge   +1
<S²>   0.7685
Energy relative to the best compared isomer or geometry (same formula, charge and spin)   2.9178 eV
Lowest unoccupied orbital energy (spin up / spin down)   -0.164 / -0.311 hartree
M   136.24 g mol⁻¹
Frontier orbital gap (spin up / spin down)   9.690 / 5.682 eV
2S+1   2

Entry 2:
Formula: C10H16BF3O3
Source: OMol25
Level of theory: ωB97M-V with the def2-TZVPD basis set

The geometry in XYZ format:
```
33
Properties=species:S:1:pos:R:3:forces:R:3
F 2.715 0.498 -3.500 0.705 0.338 0.624
F 3.192 -0.784 -1.740 0.158 -0.476 -0.710
F 0.283 0.979 -2.502 -0.355 -0.316 -0.713
O 4.127 2.675 -4.822 0.053 0.109 -0.046
O -4.970 1.594 1.400 0.688 -0.364 -0.947
O -3.798 -0.098 0.452 -0.066 0.668 0.112
C -2.559 -0.141 1.162 0.885 -0.335 -0.261
C 0.981 -0.102 -2.091 0.447 -0.041 0.528
C 0.088 -0.809 2.681 1.349 -0.547 0.627
C -4.281 1.190 0.501 -0.934 0.087 1.012
C -1.872 -1.489 0.962 0.408 -0.068 0.232
C 2.270 -0.130 -2.418 -1.097 0.239 -0.072
C 1.420 1.215 1.771 0.216 -0.446 0.427
C 0.664 0.588 2.747 0.407 0.284 -0.394
C 0.731 -1.462 0.063 -0.496 0.530 0.018
C 0.218 -1.175 -1.373 0.551 0.221 0.082
B -0.320 -1.244 1.211 -0.258 -0.342 0.014
H -1.877 0.631 0.773 -0.255 0.221 -0.152
H -2.683 0.093 2.218 -0.306 -0.071 0.091
H 2.454 0.910 1.613 -0.575 -1.343 -1.568
H -2.075 -1.884 -0.030 -0.141 0.106 -0.135
H -2.233 -2.229 1.681 -0.172 0.036 0.073
H 4.581 2.634 -3.976 0.043 0.001 0.009
H 0.485 1.124 3.680 -1.883 0.756 -0.712
H 1.047 -2.507 0.138 0.106 -0.068 0.066
H 3.295 2.223 -4.663 -0.040 -0.010 -0.028
H 0.321 -2.059 -1.997 -0.166 -0.203 0.041
H 1.600 -0.833 0.239 0.201 -0.209 0.165
H -0.793 -0.794 3.321 0.001 0.034 0.190
H -3.989 1.817 -0.354 0.041 -0.134 -0.064
H 1.074 2.037 1.153 0.549 1.432 1.458
H -0.827 -0.878 -1.424 -0.085 0.025 0.159
H 0.733 -1.589 3.124 0.018 -0.114 -0.128
```
Positions in Å, forces in eV/Å.

Computed properties:
SMILES string   C=CCB(CCOC=O)CCC(F)=C(F)F.O
Total charge   0
Energy relative to the best compared isomer or geometry (same formula, charge and spin)   2.0667 eV
Lowest unoccupied orbital energy   -0.010 hartree
M   252.04 g mol⁻¹
Frontier orbital gap   7.685 eV

Entry 3:
Formula: C10H16BrN2PS2
Source: OMol25
Level of theory: ωB97M-V with the def2-TZVPD basis set

The geometry in XYZ format:
```
32
Properties=species:S:1:pos:R:3:forces:R:3
Br -0.679 0.789 -2.836 0.015 -0.006 -0.062
S -0.005 -1.564 3.142 0.013 -0.043 0.103
S 1.728 -2.575 0.980 -0.288 -0.107 -1.012
P 1.995 2.510 -1.353 1.032 1.288 0.360
N -1.008 -2.525 0.937 0.084 -0.698 -0.886
N -2.365 -2.579 -0.839 0.117 0.061 0.426
C -3.000 -3.131 0.268 0.063 0.061 -0.201
C -1.189 -2.247 -0.404 0.223 -0.137 -0.202
C -2.195 -3.117 1.350 0.008 0.299 0.398
C 0.138 -2.223 1.664 -0.095 0.629 1.230
C 2.399 1.468 0.118 -0.649 -0.676 -0.434
C 0.248 3.089 -1.204 -0.244 -1.162 -0.265
C 2.486 -0.920 0.866 -0.170 0.322 0.660
C -0.966 2.176 -1.502 -0.255 0.670 0.594
C 1.571 0.179 0.328 1.041 -0.229 0.013
C -1.633 1.587 -0.266 -0.124 -0.403 -0.759
H 2.068 1.564 -2.391 -0.519 -0.235 0.164
H 2.862 -0.631 1.845 0.045 -0.056 0.155
H 3.421 1.155 -0.092 0.238 0.180 0.024
H 2.428 2.084 1.012 0.001 0.154 0.064
H -2.355 -3.457 2.353 0.106 0.035 0.171
H 0.785 0.319 1.062 -0.345 0.148 -0.247
H -4.006 -3.502 0.233 -0.105 -0.086 -0.160
H 3.350 -1.045 0.219 0.017 -0.264 -0.155
H 0.154 3.990 -1.799 0.192 0.066 -0.233
H -0.384 -1.789 -0.949 -0.056 0.048 -0.262
H -1.073 0.763 0.162 0.169 0.137 0.289
H -1.723 2.814 -1.945 -0.017 0.008 -0.343
H 0.151 3.411 -0.168 0.084 0.081 0.157
H 1.209 -0.149 -0.641 -0.481 0.002 -0.007
H -1.832 2.388 0.440 0.091 -0.025 0.270
H -2.581 1.167 -0.589 -0.190 -0.062 0.150
```
Positions in Å, forces in eV/Å.

Computed properties:
SMILES string   C[C@H](Br)CPCCCSC(=S)n1ccnc1
Total charge   0
Lowest unoccupied orbital energy   -0.036 hartree
M   339.26 g mol⁻¹
Frontier orbital gap   7.584 eV

Entry 4:
Formula: C10H16Cl12N5OP
Source: OMol25
Level of theory: ωB97M-V with the def2-TZVPD basis set

The geometry in XYZ format:
```
45
Properties=species:S:1:pos:R:3:forces:R:3
Cl -3.189 -1.957 -4.343 -0.021 0.000 0.010
Cl -2.386 -4.898 -10.647 0.006 -0.003 0.009
Cl -1.776 -1.733 -1.810 -0.136 -0.106 -0.261
Cl 2.850 -2.275 6.201 -0.002 0.000 0.009
Cl -0.169 -5.637 -5.315 -0.018 0.004 -0.008
Cl 4.807 -0.170 5.789 0.001 0.011 0.013
Cl -1.981 -2.103 -11.327 0.003 0.005 0.006
Cl -1.158 0.089 -3.979 -0.009 0.010 0.008
Cl 0.984 -3.253 -4.126 0.014 0.015 0.027
Cl 0.583 -3.393 -6.998 -0.006 0.032 -0.046
Cl -3.709 -2.822 -9.105 0.006 0.004 0.023
Cl 2.003 0.496 6.145 0.345 -0.379 0.242
P -0.103 -0.449 0.414 0.265 -1.293 0.377
O 0.145 -1.906 0.466 -0.031 0.053 0.136
N -1.478 2.572 2.933 -0.030 -0.179 0.170
N 2.879 -0.911 2.430 0.486 -0.167 0.045
N -0.160 2.987 -0.436 0.098 -0.204 0.272
N -0.365 4.207 4.144 0.085 -0.042 -0.110
N -0.205 1.938 4.820 -0.352 0.121 -0.245
C 1.114 1.910 1.590 -0.054 -0.095 0.040
C -2.265 -3.255 -10.022 -0.005 -0.005 -0.007
C 1.068 2.811 2.832 -0.270 0.022 -0.182
C 3.308 -0.624 6.589 0.049 -0.030 -0.082
C -2.426 -0.852 -3.194 0.049 -0.013 -0.024
C -0.033 -3.883 -5.415 -0.025 -0.020 0.019
C 0.711 0.421 1.841 0.696 0.023 -0.395
C -0.264 2.835 3.664 0.447 0.506 0.253
C 1.933 -0.340 2.136 -0.638 0.224 0.174
C 0.379 2.502 0.459 -0.247 0.227 -0.038
H -1.589 3.182 2.136 -0.023 -0.002 -0.014
H -1.466 -0.156 0.581 0.084 0.659 -0.201
H -0.897 4.213 5.005 -0.116 0.033 -0.035
H 1.248 3.832 2.491 0.099 -0.047 -0.089
H 0.069 0.298 2.711 -0.157 0.082 -0.119
H -0.309 0.962 4.575 0.060 -0.042 0.098
H -1.420 -3.214 -9.349 0.018 -0.007 0.026
H 0.408 0.143 -0.749 -0.241 0.448 0.101
H 1.901 2.526 3.477 -0.037 -0.009 0.047
H 3.456 -0.551 7.658 -0.026 0.023 0.004
H -1.022 -3.460 -5.298 0.001 0.001 -0.010
H -3.184 -0.165 -2.841 -0.015 -0.011 -0.005
H -1.642 1.605 2.699 -0.014 0.013 -0.093
H 0.690 2.065 5.280 -0.320 0.064 -0.157
H 2.156 1.882 1.266 -0.023 0.061 -0.098
H 0.549 4.602 4.323 0.001 0.018 0.112
```
Positions in Å, forces in eV/Å.

Computed properties:
SMILES string   N#C[C@H]([PH2]=O)[C@@H](C#N)CC(N)(N)N.ClC(Cl)Cl.ClC(Cl)Cl.ClC(Cl)Cl.ClC(Cl)Cl
Total charge   0
Lowest unoccupied orbital energy   0.007 hartree
M   678.68 g mol⁻¹
Frontier orbital gap   10.143 eV